Here is a molecular structure, C12H10Cl2MnNOS from the OMol25 dataset. Energies are from ωB97M-V/def2-TZVPD.

Structure (XYZ):
```
28
Properties=species:S:1:pos:R:3:forces:R:3:lowdin_spin:R:1
Mn -0.05805 -0.03022 -0.23888 0.2 0.0 0.1 1.036
Cl -0.70763 1.97820 -1.03273 0.0 0.2 -0.1 0.005
C 0.68743 2.67538 -1.88529 -0.3 -0.1 0.1 -0.002
C 0.54697 3.91743 -2.46606 0.0 0.0 0.0 0.001
C 1.65041 4.43088 -3.12736 0.1 0.0 0.0 0.001
C 2.83113 3.70148 -3.18582 -0.1 0.1 0.0 0.001
C 2.91733 2.45817 -2.58342 0.1 -0.1 0.0 0.001
Cl 4.40377 1.58101 -2.67855 -0.1 0.0 0.0 -0.002
C 1.82875 1.90227 -1.90522 0.1 -0.1 0.0 -0.004
S 1.89478 0.32502 -1.11462 -0.1 0.0 0.0 -0.046
H -0.38480 4.46175 -2.40473 0.0 0.0 0.0 0.000
H 1.59162 5.40137 -3.59957 0.0 0.0 0.0 0.000
H 3.69630 4.09443 -3.70093 0.0 0.0 0.0 0.000
O -0.28830 -0.36138 1.70067 0.0 -0.1 0.2 0.007
C -0.91626 -1.56664 2.17237 0.0 0.0 0.0 0.000
C -1.34274 -2.34459 0.96236 0.0 0.0 0.0 0.001
C -2.02325 -3.54504 1.06722 0.0 0.0 0.0 0.000
C -2.37122 -4.20926 -0.09469 0.0 0.0 0.0 0.003
C -2.03207 -3.66218 -1.32720 0.0 0.0 0.0 0.000
C -1.35779 -2.46336 -1.35074 0.0 0.0 0.1 0.003
N -1.02194 -1.81139 -0.22263 0.0 0.0 -0.2 -0.006
H 0.12958 0.12865 2.41855 0.0 0.0 -0.1 0.000
H -1.77869 -1.31476 2.79105 0.0 0.0 0.0 0.000
H -0.20767 -2.14265 2.76954 0.0 0.0 0.0 0.000
H -2.26968 -3.94791 2.04038 0.0 0.0 0.0 0.000
H -2.90217 -5.15028 -0.04247 0.0 0.0 0.0 0.000
H -2.28544 -4.15716 -2.25304 0.0 0.0 0.0 0.000
H -1.05935 -1.99162 -2.27719 0.0 0.0 0.0 0.000
```
Positions in Å, forces in eV/Å.

Computed properties:
* spin multiplicity: 2
* relative energy (zero: lowest compared OMol25 entry of this formula, charge and spin): 2.7 kcal per mole
* HOMO level (alpha / beta): -0.413 / -0.417 Ha
* expectation value of S²: 0.77
* net charge: +1
* E_LUMO (alpha / beta): -0.14112 / -0.13365 hartree
* frontier orbital gap (alpha / beta): 7.390 / 7.711 eV